The following is a quantum chemistry calculation of C14H32AsF12NNiO16S6 as an isolated structure, from OMol25.

```
83
Properties=species:S:1:pos:R:3:forces:R:3
Ni 0.32534 -0.04270 -0.41301 -0.53 0.12 0.02
C 3.24413 2.59995 1.04037 -0.14 -0.55 0.45
F 2.31908 3.34036 0.45628 -0.27 0.11 -0.05
F 4.23013 2.43116 0.19358 0.46 0.06 -0.27
F 3.68567 3.21137 2.13708 0.09 0.31 0.00
S 2.48715 1.00573 1.67722 -1.24 0.43 -0.32
O 3.37168 0.42544 2.62434 0.48 -0.15 -0.09
O 1.21612 1.46163 2.14937 -0.25 -0.03 0.00
N 2.19476 0.07699 0.33147 1.14 0.77 1.61
S 3.50774 -0.76479 -0.09224 0.74 -1.20 -1.67
O 3.29426 -1.30443 -1.40669 -0.33 0.20 0.44
O 4.74690 -0.10761 0.16537 -0.13 0.24 0.23
C 3.54933 -2.26021 1.01869 -0.18 0.33 0.31
F 4.06808 -3.29368 0.36264 -0.09 0.14 0.09
F 4.27940 -2.02133 2.10474 -0.19 -0.36 -0.29
F 2.29236 -2.55531 1.38301 0.26 -0.17 0.11
As -3.03739 -0.11215 -2.14999 -0.35 -0.20 0.19
F -1.36850 -0.04701 -1.55881 0.09 -0.03 0.04
F -3.42704 1.16766 -1.07314 -0.07 0.37 0.38
F -4.63931 -0.21660 -2.70178 -0.47 0.03 -0.24
F -2.53108 -1.37846 -3.19460 0.16 -0.42 -0.33
F -3.35499 -1.25288 -0.89728 -0.01 -0.36 0.34
F -2.59594 1.03532 -3.33334 0.22 0.49 -0.53
O -0.41812 1.89314 -0.10882 1.29 -0.72 -0.56
S -1.29130 2.80213 0.53593 -0.45 1.47 0.28
O -2.32172 2.32325 1.38103 -0.69 -0.53 0.57
O -0.39068 3.77826 1.37451 -0.12 0.10 -0.14
C -0.99436 4.48878 2.49636 0.57 -0.02 0.12
C -2.18600 5.34100 2.17714 -0.97 0.54 -0.48
C -1.92302 3.85417 -0.72672 -0.43 -0.13 -0.46
H -0.14784 5.08121 2.83671 -0.10 0.05 0.12
H -1.24531 3.75753 3.26341 0.02 -0.04 -0.04
H -3.06324 4.75512 1.89674 0.09 -0.19 0.21
H -2.08320 6.07105 1.36906 0.59 -0.14 0.01
H -2.47520 5.94147 3.04221 0.16 -0.21 0.17
H -1.93243 3.25721 -1.63797 0.08 0.10 -0.03
H -1.30368 4.73857 -0.82819 0.21 -0.12 -0.04
H -2.94708 4.14320 -0.50653 0.01 -0.07 0.23
O 0.40094 -1.93975 -1.10801 0.24 0.26 -0.08
S 0.33734 -3.36768 -1.20396 -0.97 -0.42 0.55
O 1.38643 -4.08465 -1.82580 0.58 -0.13 -0.53
O 0.15091 -3.86041 0.26537 0.42 -0.06 -0.01
C 0.52733 -5.23692 0.56025 -0.83 -0.37 0.04
C 0.21367 -5.42286 2.02316 0.73 0.46 0.32
C -1.21603 -3.80418 -1.89721 0.39 -0.46 -0.08
H 1.55079 -5.41931 0.24813 0.12 0.14 0.21
H -0.13439 -5.89384 -0.01594 0.17 0.05 -0.15
H -0.83297 -5.19266 2.20162 -0.05 -0.20 0.08
H 0.80963 -4.72242 2.61448 -0.09 0.07 -0.05
H 0.49801 -6.41084 2.38217 -0.26 -0.16 -0.21
H -1.25816 -4.89288 -1.85857 -0.02 -0.01 0.04
H -1.21648 -3.50550 -2.94099 -0.24 0.28 0.06
H -1.99938 -3.37800 -1.27805 -0.08 0.27 -0.23
O 1.19426 2.92446 -2.97366 -0.63 0.92 0.31
S 1.46966 1.55691 -3.18073 1.54 0.38 -0.65
O 1.06141 0.56822 -2.23570 -0.23 -0.53 0.72
O 0.90912 1.14206 -4.56630 -0.63 -0.21 -0.15
C 0.34138 -0.20465 -4.71122 0.29 -0.27 -0.41
C -0.35977 -0.27297 -6.03971 -0.19 0.13 -0.61
C 3.21380 1.42781 -3.44452 -0.51 -0.21 -0.97
H -0.33653 -0.40225 -3.88825 0.09 0.01 0.05
H 1.18503 -0.89756 -4.70326 -0.05 -0.01 0.23
H -0.30934 -1.28343 -6.44694 -0.15 -0.10 0.23
H 0.12053 0.35019 -6.79687 0.13 0.09 0.19
H -1.40271 0.03226 -5.97788 0.01 0.00 0.09
H 3.46729 0.37055 -3.47687 0.31 0.06 0.57
H 3.73298 2.08086 -2.75383 0.11 -0.38 0.36
H 3.36583 1.80742 -4.45608 -0.01 0.19 0.07
O -0.82511 -0.56921 1.29743 0.68 0.48 -0.20
S -1.62135 -1.32403 2.22553 -1.11 -0.30 -0.63
O -1.81839 -2.70341 1.96024 0.19 -0.46 0.16
O -1.04014 -1.20942 3.66100 0.19 0.25 0.01
C -0.90155 0.12292 4.27500 0.15 -0.27 0.06
C 0.39732 0.12982 5.02436 0.17 0.48 0.72
C -3.19650 -0.55996 2.33938 -0.02 0.44 0.45
H -1.77230 0.20908 4.92398 0.07 0.15 0.08
H -0.91605 0.90773 3.51842 0.00 -0.17 -0.17
H 0.44531 -0.64475 5.78975 -0.06 -0.21 -0.21
H 0.49172 1.07092 5.57825 -0.12 0.03 -0.16
H 1.26162 0.08153 4.37187 -0.02 -0.20 -0.17
H -3.08737 0.39575 2.84730 -0.01 0.07 -0.10
H -3.81955 -1.22073 2.93645 -0.05 -0.08 -0.10
H -3.60295 -0.37873 1.34813 0.12 -0.20 -0.11
```
Positions in Å, forces in eV/Å.

Properties
HOMO-LUMO gap (alpha / beta): 11.29 / 11.00 eV
LUMO (alpha / beta): 0.30 / 0.02 eV
2S+1: 3
HOMO energy (alpha / beta): -10.99 / -10.99 eV
Calculated total energy: -9142.97534 Ha
Expectation value of S²: 2.00

---

The following is a quantum chemistry calculation of C8H24B2CsO4S2 as an isolated structure, from OMol25.

```
41
Properties=species:S:1:pos:R:3:forces:R:3
Cs 6.13603 13.52230 2.18485 -0.05 0.30 0.05
B 7.77361 16.10008 1.69011 0.15 -0.17 0.95
H 8.11653 17.12234 1.64990 1.61 3.96 -0.64
H 8.46417 15.40141 2.13646 2.61 -2.75 1.70
H 6.85633 16.18072 2.25255 -3.63 0.18 2.58
H 7.49826 15.79394 0.69276 -0.80 -1.28 -4.59
B 7.66864 11.62738 -0.05679 1.24 -1.59 1.40
H 7.16363 12.56592 -0.22518 -2.97 3.72 -2.20
H 8.09105 11.39791 -1.02279 2.47 0.56 -3.99
H 8.39508 11.64433 0.74085 3.11 -0.83 2.61
H 6.88928 10.92842 0.20453 -3.74 -1.80 1.99
C 9.72694 10.95347 6.58662 -0.68 0.84 -1.16
C 10.12481 12.40834 7.06687 -0.42 -0.43 -0.47
C 9.97696 13.41140 5.87548 1.26 -0.65 -0.73
S 9.61779 12.48435 4.31177 1.62 0.94 -0.30
O 10.50788 12.82423 3.18899 -1.11 -0.74 2.04
O 8.19927 12.64078 4.06603 -0.24 -0.86 0.29
C 10.08394 10.87740 5.04850 0.16 0.70 1.25
H 8.65283 10.80448 6.69698 -0.07 0.04 0.16
H 10.22941 10.16443 7.14612 0.10 0.16 -0.10
H 11.15875 12.40505 7.41190 0.16 -0.06 -0.41
H 9.60127 12.72529 7.96884 -0.51 -0.13 -0.28
H 10.99195 13.76018 5.68512 -0.14 0.44 -0.16
H 9.30541 14.26994 5.87245 -0.15 -0.32 0.44
H 11.17307 10.90483 5.08241 0.11 -0.10 -0.79
H 9.71203 10.05983 4.43096 -0.04 0.00 0.27
C 7.18776 8.22756 3.75808 0.69 -1.58 1.06
C 6.37622 8.74885 4.89274 -0.64 -0.46 0.82
C 4.95980 8.92061 4.38844 -0.49 1.24 0.19
S 5.20225 9.48393 2.65037 -0.75 -0.99 0.22
O 4.86458 10.89814 2.51728 0.34 -1.05 -0.11
O 4.54234 8.46212 1.83222 0.77 1.39 0.46
C 7.03760 9.14123 2.61684 -0.87 1.06 -0.94
H 6.81033 7.22657 3.54914 0.36 -0.16 -0.32
H 8.18353 8.17910 4.19877 0.43 -0.32 -0.80
H 6.86524 9.66897 5.21262 -0.56 0.41 0.17
H 6.41123 8.05415 5.73194 -0.01 0.04 0.07
H 4.40128 9.60875 5.02297 0.13 0.69 -0.50
H 4.25739 8.08805 4.34881 0.79 -0.63 -0.23
H 7.58394 10.06983 2.78209 -0.19 0.19 -0.16
H 7.25743 8.74241 1.62652 -0.05 0.04 0.12
```
Positions in Å, forces in eV/Å.

Properties
HOMO-LUMO gap (alpha / beta): 8.72 / 3.22 eV
LUMO (alpha / beta): -0.17 / -4.95 eV
2S+1: 2
HOMO energy (alpha / beta): -8.89 / -8.17 eV
Calculated total energy: -1486.02547 Ha
Expectation value of S²: 0.75

---

The following is a quantum chemistry calculation of a 3-piece molecular cluster, C2H4 overall, from OMol25.

```
6
Properties=species:S:1:pos:R:3:forces:R:3
C -0.75993 -0.14711 -0.89771 -0.68 2.38 1.53
C 0.00682 0.28835 0.03336 -3.43 0.82 -2.33
H -1.73562 0.23237 -1.29390 1.08 -1.15 -0.24
H -0.88420 1.75971 0.29535 2.31 -2.78 0.02
H 0.86714 -0.20120 0.44920 1.07 0.34 1.22
H 2.50578 -1.93212 1.41370 -0.35 0.38 -0.21
```
Positions in Å, forces in eV/Å.

Properties
HOMO-LUMO gap: 3.27 eV
LUMO: -3.74 eV
HOMO energy: -7.01 eV
Calculated total energy: -78.17948 Ha